The following is a DFT calculation (the ωB97M-V functional and the def2-TZVPD basis) of 10 unconnected molecules or ions with the total composition C37H58N2O18 at a distorted geometry.

Element x y z (Å)
H -2.434140 2.988517 0.234586
C -3.825451 -3.114133 0.839006
C -3.189043 2.496838 0.854786
H 0.202995 1.938461 4.172747
C -0.921957 -3.560614 4.249098
C 5.043623 -0.274012 -1.880343
C 0.116076 3.859130 5.393317
H 0.758091 -5.977511 3.076690
O -4.618955 -2.043834 -1.188503
O 1.761163 2.190006 5.446365
H 1.784523 -2.421995 -1.114334
O 1.233855 4.097651 6.374999
H 1.789740 -2.814676 -4.419589
C 4.510738 0.804446 2.758119
H 0.876254 5.657256 -3.929555
H 2.942205 0.886687 -4.238899
H -1.876106 2.739752 2.483337
O 2.388871 -2.646720 1.163252
H -0.744379 3.464515 5.914499
N -0.700934 0.052586 -0.558647
O -1.875974 -1.749814 -2.428696
N 3.035812 0.649953 -2.125489
H -6.518505 -3.921897 -0.864902
O -1.731356 -4.763968 -0.739810
H 1.506030 1.313130 1.475258
H -1.052408 1.718787 -1.973614
H 3.835840 -1.144962 2.177268
H 5.932550 -0.615102 -1.365371
C 2.077477 3.990435 -4.045738
C -0.270931 5.197630 4.753945
H 6.060505 0.997949 4.210565
H -4.453955 -3.570847 1.582870
H 3.700203 0.169224 -0.104229
H 5.568156 -0.000826 -4.068995
C -5.488206 -4.266560 -0.835348
C -3.449217 -0.393074 -3.571257
C 0.863944 -3.776601 -2.750445
H -0.022149 -2.532889 -4.292056
O 1.257722 2.950748 -4.675880
C 0.789209 1.116301 0.696298
O -5.855025 4.268940 -0.192881
H -4.167411 -2.918642 -4.033301
H 3.107814 5.758793 -4.737425
H -3.254887 0.928970 -0.527483
C 3.929324 0.143367 -1.190674
C 5.921628 0.535097 3.246164
C -3.097878 -2.839209 -4.168256
H -3.784957 -0.259117 -4.574283
H -0.523454 -4.899644 2.246453
O -0.177448 3.971661 -3.305594
C 4.830018 0.120144 -3.296320
H 2.648697 3.501858 -3.264325
H -3.349205 -2.186676 1.130480
C 0.056602 -0.027305 0.573909
H -2.854911 -2.661241 -5.195224
H 0.601958 -4.034381 -4.882410
C -2.749496 -1.684599 -3.295601
H -1.156096 -4.332957 5.020297
C -0.529674 1.317500 -1.124734
C -3.951694 1.534476 0.040228
H 2.111778 0.976243 -1.876823
C 0.801285 -3.214257 -4.159528
H -0.832910 -2.691370 4.883721
O 1.386488 -4.554408 1.666435
C 0.453135 -3.887674 3.702056
H -4.549976 0.929024 0.737573
H -5.352475 -5.092016 -0.131886
H 2.266708 4.882669 -5.966535
C -2.632718 2.021828 2.170159
H 3.695363 -0.856294 3.860802
C -4.645699 -3.007739 -0.424386
C -0.773645 -4.202908 -1.289634
H -2.203378 1.019771 2.078898
C 2.831641 4.725424 -5.047030
O -4.144963 3.548105 1.071055
H -3.046188 -3.863945 0.721572
C 1.011188 4.788776 -3.250243
H 0.061233 -0.898593 1.185989
H -1.763207 -3.449114 3.574327
H 0.465349 -1.734707 -2.071670
H 6.079580 -0.521922 3.439993
C 0.343712 2.015151 -0.377159
C 0.038682 2.906709 -4.056965
O -0.309866 -4.527417 -2.526441
H -4.447977 -0.429462 -3.090781
H 2.532992 -0.068195 2.703790
C 0.832416 2.753646 4.570619
C 1.911885 2.936806 6.533710
O -0.029687 -3.287042 -0.695619
O 0.998368 -2.776603 2.919747
H -5.185670 -4.520714 -1.845367
C 3.571692 0.663317 -3.415845
O 2.489487 2.601668 7.514799
H 3.731954 4.199841 -5.359211
H -2.628042 -3.784882 -3.939663
H -1.269672 -0.706379 -0.929654
H 1.271939 3.244349 3.718918
H 6.658666 0.947010 2.568162
O 4.216149 1.866581 2.276451
O -0.755221 2.031820 -4.146808
H -2.779814 0.441141 -3.352168
C 1.695104 -3.253839 1.878068
H 0.644488 3.031632 -0.576333
H -3.395094 1.983054 2.889872
C 0.471022 -4.987536 2.660725
H -0.539450 5.112805 3.696154
C -5.023818 3.494173 0.064927
H -1.090789 5.701660 5.269140
H 1.657846 -4.497689 -2.725587
C 0.842980 -2.691272 -1.632040
H 1.114612 -4.087099 4.553524
C 3.548549 -0.362870 2.897450
H 1.341855 5.028713 -2.229669
H 0.659416 5.800334 4.818506
O -4.843127 2.376694 -0.664423

Cartesian forces (eV/Å) of the 2 atoms listed first:
0.362 -0.385 0.073
-0.236 -0.220 -0.480

E_LUMO = 0.3 eV
Highest occupied orbital energy = -8.3 eV
Largest force on an atom = 3.41 eV Å⁻¹
Kohn-Sham gap = 8.61 eV
Electronic energy = -79144.99186 eV
Structure (SMILES) = C[C@H]1COC(=O)O1.C[C@H]1COC(=O)O1.C[C@H]1COC(=O)O1.C[C@H]1COC(=O)O1.C[C@H]1COC(=O)O1.c1cc[nH]c1.c1cc[nH]c1.CC(C)=O.CC(C)=O.CC(C)=O